1.
The following is a DFT calculation (the ωB97M-V functional and the def2-TZVPD basis) of C42H61BBrN3O3P as an isolated structure.

Values from the calculation:
E_LUMO = -4.7 eV
maximum force = 0.171 hartree/bohr
charge = +1
calculated total energy = -4966.628124 Ha

Cartesian coordinates (Å):
C 5.851552 2.060831 2.040399
O -1.761123 1.902346 3.692821
H 5.139941 -2.331372 3.787770
H 4.107159 4.643063 7.607311
C -1.989865 6.956766 -3.007338
H 4.200076 0.879783 0.996310
P -1.836302 -0.391288 -1.599844
C 0.291011 -1.340257 0.002470
H -4.160815 -0.164552 -0.657070
H -3.337695 -1.847240 -9.676069
O -3.853361 0.671316 3.191498
H 6.257787 2.248365 0.934932
H -6.782995 -5.374901 -4.508480
H -4.925515 -3.833508 -5.084519
H -1.782477 -4.986400 -6.160043
H -4.054339 -2.239837 1.116173
C -0.735182 4.555429 -3.668223
C -7.704509 -3.997890 -3.131387
C -1.166552 6.321833 -2.077875
C -0.536418 5.122071 -2.409565
H 5.427842 -1.134877 1.141958
C -3.569148 -3.802651 -8.800757
C 4.927984 3.938306 7.714312
H -1.237128 -4.134947 -3.597835
H -2.050191 -2.730369 3.604820
N -0.433006 -1.473254 -1.188532
H -1.000924 -0.391349 5.262143
C -1.556050 -3.028494 -7.031002
C -7.632605 -2.738878 -2.534774
B -0.145882 -2.561665 -2.234406
C 3.306193 -2.506482 2.345827
H -1.836516 1.999578 -2.623649
H 7.564455 3.253186 9.749469
H -4.789641 -1.599167 -4.013097
C 0.078577 -1.996261 3.238925
H 2.928231 -0.902883 0.876025
H 3.867768 -3.308638 1.662949
H -2.818280 6.892597 -4.995091
C -1.502673 -3.154303 -3.018597
H 1.505975 -2.642824 -3.458960
H 3.910625 0.967324 2.896802
N 1.447514 -2.299506 0.356548
H 6.489303 -0.583900 2.620322
H -1.760156 -2.319969 -3.831316
C -3.128917 -4.685864 -7.815325
C 5.251006 3.523859 2.536248
C -5.682351 -3.528150 -4.367115
H -1.707434 4.752148 -5.580980
H -2.034084 -1.291606 2.381166
C -6.581593 -1.877835 -2.849296
H 1.326488 -0.170628 3.060654
C 6.869404 3.155638 8.920147
C 5.090908 2.911899 6.784390
H 2.712943 -3.141472 3.142553
C -1.258539 1.442727 -1.744651
C -2.181204 6.394840 -4.269310
H -2.440380 -3.226499 -2.321264
H 5.692676 4.863987 9.503439
C -1.914122 -0.607598 4.562281
C -2.123794 -4.298872 -6.929407
H -6.522069 -0.898885 -2.379974
H -2.849673 -1.069692 5.111099
C -2.997529 -2.534405 -8.905787
H 5.478089 3.726181 3.680484
H -2.400151 -2.753538 0.371371
H -0.775527 -2.725232 -6.338522
O 1.192456 -3.060778 -2.604167
C 0.915273 -0.964038 2.275018
H 0.525512 -1.888047 4.334661
H -2.870004 0.052916 0.781719
H -4.045492 1.523531 2.665283
C 7.026869 2.123623 7.995433
C -2.483376 0.762173 3.795477
H 3.243046 3.492632 1.249324
H -0.085310 1.558904 -1.867902
C -5.607322 -2.271191 -3.766331
Br 0.999294 1.307620 0.988350
C 5.817959 4.061883 8.780821
H -2.482147 7.890901 -2.748106
C -3.148465 -0.568434 -0.169957
H -1.015675 6.761063 -1.095315
C -1.526852 -1.689273 3.357291
H -8.394454 -2.429940 -1.824471
C -1.989810 -2.148738 -8.022310
H 7.842724 1.413658 8.107141
C 6.139125 2.002235 6.926761
H 0.108150 4.629011 -1.686974
H 6.754629 1.740021 2.727869
C 3.630991 3.686574 2.338511
H -4.356053 -4.102470 -9.487253
H -3.570111 -5.676505 -7.737038
C 4.422931 -1.623169 3.164850
H -1.514750 2.011112 -0.726617
C 5.363666 -0.657370 2.229325
C 4.725203 0.870455 2.059972
N 0.088501 -0.348865 1.126103
H 4.401261 2.819902 5.949743
H -0.249690 3.617032 -3.924337
H 0.288710 -3.122881 2.924973
C -1.555489 5.192320 -4.598940
H -4.038139 -2.707406 -0.729574
H 5.755037 4.409867 1.923376
C 2.228152 -1.623836 1.478827
H 1.084700 -3.197211 0.796190
H -8.521343 -4.670672 -2.883617
H -1.542675 -1.161333 -8.105908
C -3.409163 -2.174155 0.117501
H 3.873690 -0.940858 3.961401
H 3.011391 2.957973 3.048099
C -6.728234 -4.392759 -4.045570
H 6.263357 1.199356 6.204914
H 3.265138 4.779027 2.631900

Force components x, y, z for each atom (eV/Å):
-0.14 0.51 0.00
-4.72 -7.40 0.42
-1.75 1.20 -1.43
0.13 -0.10 0.01
0.07 -0.14 -0.04
0.78 0.15 2.34
-1.71 0.74 -0.83
1.56 -1.33 0.00
2.35 -0.61 1.04
0.06 -0.11 0.12
3.56 1.11 0.81
-0.86 -0.78 2.42
0.00 0.16 0.06
-0.08 0.05 0.06
-0.05 0.06 -0.11
1.31 0.14 -2.18
-0.10 0.15 0.05
0.13 0.12 -0.02
-0.01 -0.10 -0.13
-0.17 0.09 -0.11
-0.01 0.88 2.29
0.15 0.08 0.12
0.11 -0.08 0.00
-0.68 1.76 1.27
1.13 2.33 -0.47
2.69 1.02 4.53
-2.05 -0.07 -1.42
-0.21 -0.08 -0.14
0.12 -0.08 -0.08
0.38 -1.88 -2.09
-0.41 -1.21 0.42
1.28 -1.56 1.84
-0.10 -0.02 -0.12
-0.09 -0.07 0.00
0.20 -0.35 0.09
-1.71 -0.60 1.55
-1.30 1.96 1.22
0.09 -0.08 0.11
0.57 0.81 -0.46
-0.54 -0.87 1.34
1.63 0.20 -1.58
-2.72 0.78 0.76
-2.62 -0.25 -0.62
0.39 -1.81 1.60
0.04 0.13 0.01
-0.38 0.57 0.06
-0.07 0.03 0.13
0.03 0.08 0.14
1.28 -0.92 1.69
0.03 -0.17 -0.04
-1.27 -1.21 -2.22
-0.15 -0.02 -0.15
0.16 -0.01 0.17
1.14 1.17 -1.51
0.50 1.40 1.51
0.11 -0.11 0.13
1.77 -0.04 -1.46
0.02 -0.12 -0.12
-1.49 -0.04 -1.48
-0.05 0.15 -0.09
-0.05 -0.11 -0.09
2.09 1.11 -0.81
0.04 -0.13 0.13
-0.41 -0.54 -2.38
-2.15 1.18 -0.78
-0.06 -0.04 -0.10
-2.45 2.47 0.06
1.96 -0.36 2.20
-0.80 -0.26 -2.41
-0.63 -1.31 -1.71
0.87 -1.55 1.39
-0.10 0.09 -0.02
2.35 5.26 -0.64
0.99 0.32 1.87
-2.52 -0.38 0.01
-0.10 -0.14 0.07
-0.45 0.69 -1.08
0.03 -0.15 -0.12
0.09 -0.15 -0.05
-0.35 -0.37 -0.09
-0.02 -0.05 -0.15
-0.45 -0.62 0.32
0.10 -0.04 -0.10
-0.06 -0.11 0.04
-0.13 0.12 -0.02
-0.05 0.17 0.12
-0.06 0.07 -0.07
-1.78 0.76 -1.41
-0.83 0.19 0.57
0.12 0.04 0.10
0.07 0.16 -0.02
0.30 0.54 0.33
0.54 -1.10 -2.23
0.11 0.20 -0.81
0.28 -0.86 -0.81
1.50 -2.38 -0.78
0.06 0.01 0.09
-0.02 0.14 -0.01
-0.69 2.31 0.56
-0.01 0.06 0.14
1.54 1.23 1.64
-0.93 -2.03 1.34
0.29 0.71 -0.02
0.18 1.06 -1.37
0.12 0.11 -0.04
-0.07 -0.15 0.00
-0.26 0.11 1.26
1.04 -1.39 -1.57
1.43 1.50 -1.46
0.01 0.15 0.07
0.00 0.09 0.09
0.98 -2.28 -0.64

Mulliken atomic charge list, values in e, 99 entries:
1 C -0.557
2 O -0.556
3 H 0.326
4 H 0.355
5 C -0.334
6 H 0.053
7 P 0.040
8 C -0.387
9 H 0.432
10 H 0.376
11 O -0.484
12 H 0.257
13 H 0.374
14 H 0.460
15 H 0.340
16 H 0.372
17 C -0.456
18 C -0.326
19 C -0.504
20 C -0.232
21 H 0.234
22 C -0.410
23 C -0.554
24 H 0.196
25 H 0.413
26 N 0.438
27 H 0.369
28 C -0.196
29 C -0.498
30 B 0.462
31 C -0.859
32 H 0.367
33 H 0.357
34 H 0.393
35 C -0.968
36 H -0.076
37 H 0.323
38 H 0.364
39 C -0.618
40 H 0.327
41 H -0.167
42 N -0.276
43 H 0.359
44 H 0.256
45 C -0.436
46 C -0.389
47 C -0.200
48 H 0.356
49 H -0.642
50 C -0.323
51 H 0.340
52 C -0.406
53 C -0.183
54 H 0.237
55 C -0.982
56 C -0.410
57 H 0.110
58 H 0.358
59 C -0.556
60 C -0.339
61 H 0.388
62 H 0.291
63 C -0.361
64 H 0.168
65 H 0.202
66 H 0.409
67 O -0.489
68 C 0.186
69 H 0.362
70 H -0.018
71 H 0.370
72 C -0.416
73 C 0.485
74 H 0.148
75 H 0.312
76 C -0.479
77 Br 0.028
78 C -0.344
79 H 0.359
80 C -0.085
81 H 0.361
82 C 0.210
83 H 0.377
84 C -0.530
85 H 0.355
86 C -0.350
87 H 0.429
88 H 0.245
89 C -0.696
90 H 0.374
91 H 0.393
92 C -0.591
93 H 0.267
94 C -0.528
95 C 0.265
96 N 0.092
97 H 0.441
98 H 0.439
99 H 0.339

***

2.
The following is a DFT calculation (the ωB97M-V functional and the def2-TZVPD basis) of C42H61ClMgN10O4S2Si2 as an isolated structure.

Values from the calculation:
energy above the lowest of the compared OMol25 structures with the same formula, charge and spin = 538.18 kJ/mol
E_LUMO = 0.2 eV
maximum force = 0.018 hartree/bohr
calculated total energy = -4521.227047 Ha

Cartesian coordinates (Å):
C -4.036178 -1.753071 1.926973
H -2.766260 1.319805 -4.362596
H 5.760526 -1.399007 4.537391
O -1.178788 -5.911915 2.436431
H -4.649716 -1.539463 2.806712
H 3.525944 -3.460894 4.978894
O 1.226385 -2.281615 2.301471
C 2.305183 -4.938890 1.496502
H 4.245850 -2.447770 6.226474
S 0.206446 -5.985992 2.846268
O 0.910315 -7.192622 2.508578
H -4.584860 -2.462755 1.302000
H 1.713444 5.441078 -4.861099
C 0.412452 -5.873130 5.587617
H -0.460943 -1.098437 3.413212
C -1.678679 5.018613 -2.996025
H 0.458092 3.591011 -3.361045
C -0.067398 5.205730 -6.030185
H -0.830502 -5.758527 -1.431446
H -2.440927 5.744124 -2.704952
C -0.752963 -5.898858 -0.350765
H 1.553589 -2.781281 -0.444557
H -2.953265 -4.300114 -0.893308
H -1.886352 -0.927334 4.426951
H -1.816816 -0.062698 2.881930
H 3.469866 4.333276 1.595592
H 0.190776 2.270484 1.028405
H -4.264668 4.647842 -3.919886
C -2.911472 -3.234610 -1.076841
N 0.060814 2.834246 -0.977844
H -4.180228 -0.793179 -3.040578
H -2.158347 -4.519214 3.940376
H -0.873436 1.825049 -5.941753
H 2.766408 -4.021903 1.137377
C -3.078109 3.135233 -2.228921
H 0.624925 1.558324 4.914280
N 1.072660 1.600556 4.012503
H -1.832629 5.339687 -7.244769
H 0.391550 -5.517765 7.689545
C 0.903887 -3.443556 2.838896
C 3.453614 1.555502 -0.048544
H -2.705286 0.517477 -1.540030
C 2.048727 0.649766 3.795645
H -3.113664 4.770178 -5.241114
C -1.113669 5.887153 -6.645787
H -2.019070 3.128662 -6.125131
H 0.270788 -6.944433 5.666933
H 5.639473 3.881792 0.317983
N 0.908524 -4.615341 1.890728
S 2.929042 -0.071338 5.088625
C 0.690863 -3.847462 4.108702
C 4.873311 -1.943591 4.202207
H 2.832129 -5.305785 2.376386
H 0.214827 -3.021623 -1.576621
N 0.197253 0.671432 -0.406939
C -2.793075 -0.555058 -1.423048
C 0.715815 -3.060303 5.330511
C 5.429065 2.817140 0.428723
H 3.714755 2.892707 2.612326
C -1.252674 7.258886 -6.516044
C -2.138076 -2.424120 -0.227072
C -3.646746 -2.663471 -2.093448
H -2.078633 7.779329 -6.980688
H 0.832325 -1.988174 5.260128
C -2.884775 -3.729004 3.778076
C 3.801613 -0.959612 3.862652
H -3.945076 3.235895 -4.915496
N 2.411030 0.249124 2.618821
C 0.060400 3.710089 -6.152964
C -0.316547 7.966902 -5.778489
H -2.374015 2.813241 -1.464245
C 4.440064 -2.943943 5.273696
C 0.616493 -3.666535 6.537047
H 0.408458 1.665643 3.256103
N 2.984246 0.631394 -0.558536
H -3.040043 -3.211398 4.728151
H 5.128991 -2.455853 3.274820
Si -2.381879 -2.468842 2.490672
C 0.148987 1.963531 -0.003029
C 0.531285 -5.283014 4.321341
Si -0.317146 -4.278055 0.465406
H 0.653818 -3.049179 7.428783
C 0.873811 5.946322 -5.325071
O -1.906820 1.366192 -3.929273
H 0.138548 3.466734 -7.216216
H -1.085038 5.476108 -3.783389
C -1.394866 -2.909592 0.962840
H 1.003597 3.400260 -5.700714
N 3.430639 -0.669545 2.671167
Cl -0.488105 9.687216 -5.602741
H -3.825274 -4.198195 3.480776
C 0.758747 7.322867 -5.193681
H 5.807476 2.289303 -0.442481
C 0.471397 -5.086149 6.702894
H -3.722402 2.295009 -2.486340
C -2.373831 3.732880 -3.457858
H 2.260796 3.038689 1.618882
C 0.105285 0.764566 -1.717755
C -0.001657 2.607845 -3.416572
H -3.708003 3.908572 -1.785055
C -1.376503 2.690565 -4.092030
H 5.222569 -3.684542 5.436439
H -1.042819 4.837695 -2.129366
N -2.072107 -1.098912 -0.442447
N 0.038192 2.047088 -2.076467
H -1.688365 -6.308789 0.026107
C -1.552159 -1.001478 3.389824
H 2.313256 -5.707902 0.726753
C -3.478762 4.111835 -4.453830
C -3.602458 -1.284688 -2.269276
H 0.019174 -6.645782 -0.147539
C 0.849352 -3.525528 -0.837955
H 0.117011 -0.048671 -2.422824
H -3.928094 -0.827697 1.359963
N 3.991681 2.619333 0.533450
H 0.617670 1.956498 -4.033752
Mg 0.181637 -1.277638 1.058474
H 1.490313 7.890256 -4.635463
C -1.097283 2.844150 -5.618501
C 3.323118 3.254006 1.657441
H 5.945226 2.448015 1.320281
H -4.266106 -3.278879 -2.734335
H 1.439059 -4.268182 -1.379409

Force components x, y, z for each atom (eV/Å):
-0.02 0.06 -0.02
0.01 -0.01 -0.01
0.03 -0.03 -0.03
0.09 -0.01 -0.14
0.00 -0.02 0.01
0.00 -0.01 0.00
0.25 0.18 -0.03
0.01 0.13 -0.03
-0.01 -0.01 0.01
-0.17 -0.06 0.04
0.00 -0.01 0.02
-0.02 -0.02 0.03
0.00 0.00 0.01
0.11 0.03 -0.06
0.00 -0.04 0.16
-0.02 0.00 -0.06
0.06 -0.02 -0.03
0.04 0.00 -0.05
0.08 0.01 -0.01
0.00 -0.01 0.03
-0.35 -0.12 0.10
0.05 -0.04 -0.02
-0.04 0.00 0.00
-0.02 0.05 0.00
-0.03 -0.01 0.01
0.00 0.00 0.00
0.01 0.00 0.00
-0.01 0.00 0.00
0.04 -0.03 0.04
0.06 -0.03 -0.02
0.01 0.00 -0.01
0.02 0.02 0.07
-0.02 0.00 0.00
0.01 0.00 0.01
0.04 0.02 0.02
-0.05 -0.02 -0.03
0.09 0.05 -0.01
-0.03 -0.01 0.03
-0.01 0.02 0.02
-0.11 0.11 -0.16
0.06 -0.09 0.25
0.02 0.03 -0.01
0.00 -0.05 0.01
0.00 -0.02 -0.03
0.00 0.00 0.01
-0.01 -0.02 -0.02
0.01 -0.01 -0.01
0.00 0.00 0.00
-0.40 -0.39 0.05
0.04 -0.02 0.10
0.21 -0.03 0.24
-0.04 0.00 0.10
0.00 0.03 0.02
0.00 -0.05 -0.05
-0.23 -0.44 0.77
0.02 0.00 0.05
-0.08 -0.02 -0.09
0.02 -0.02 0.05
0.00 -0.02 0.00
-0.02 -0.01 0.01
-0.12 -0.07 0.11
0.01 0.02 -0.04
0.01 0.01 -0.02
-0.05 0.02 0.00
0.25 -0.15 0.01
0.10 0.05 -0.02
-0.01 0.01 -0.01
-0.26 0.09 -0.03
-0.08 0.02 0.04
0.00 0.02 0.00
0.01 -0.04 0.00
-0.01 -0.02 -0.07
0.02 -0.04 0.07
-0.04 -0.04 0.05
0.18 -0.02 -0.32
-0.08 0.02 -0.02
0.00 0.04 -0.02
-0.13 0.15 0.08
0.05 0.01 0.05
0.02 0.08 0.04
0.69 0.28 -0.05
-0.01 0.01 0.00
0.01 0.01 -0.01
0.01 0.04 -0.02
0.06 -0.03 0.01
0.01 0.02 -0.02
-0.20 -0.07 -0.27
0.02 -0.02 -0.04
0.03 0.14 -0.16
0.00 -0.02 0.00
0.00 -0.02 0.00
0.00 -0.01 0.03
0.00 0.00 -0.01
0.01 0.02 0.01
-0.01 0.00 0.00
-0.03 -0.03 0.04
0.00 0.00 0.00
0.21 -0.07 -0.05
0.00 -0.07 0.03
0.00 0.00 0.01
-0.04 -0.03 -0.01
0.00 0.00 0.02
0.02 0.00 0.00
-0.04 0.05 -0.05
-0.12 0.06 0.00
0.01 -0.01 0.00
0.15 0.03 -0.21
-0.02 0.00 -0.01
0.01 -0.01 0.04
-0.04 0.00 -0.04
0.04 0.02 -0.05
-0.03 0.14 0.05
-0.04 -0.01 -0.01
-0.02 0.01 0.00
0.04 0.10 -0.14
0.06 0.04 0.02
-0.42 0.13 -0.40
0.00 0.01 0.00
0.04 0.10 0.03
0.01 -0.01 0.02
0.00 -0.03 -0.01
0.01 -0.02 0.00
0.04 0.01 0.03

Mulliken atomic charge list, values in e, 99 entries:
1 C -1.408
2 H 0.522
3 H 0.334
4 O -0.659
5 H 0.415
6 H 0.199
7 O -1.700
8 C -0.997
9 H 0.362
10 S 0.973
11 O -0.800
12 H 0.349
13 H 0.344
14 C -0.663
15 H -0.359
16 C -1.703
17 H 0.374
18 C 0.191
19 H 0.483
20 H 0.533
21 C -1.664
22 H 0.324
23 H 0.580
24 H 0.584
25 H 0.246
26 H 0.377
27 H 0.813
28 H 0.530
29 C -0.666
30 N -0.818
31 H 0.467
32 H 0.147
33 H 0.363
34 H 0.358
35 C -1.745
36 H 0.301
37 N -0.337
38 H 0.475
39 H 0.347
40 C 0.305
41 C 0.533
42 H 0.803
43 C 0.014
44 H 0.312
45 C 0.231
46 H 0.677
47 H 0.454
48 H 0.307
49 N 0.476
50 S -0.281
51 C 0.958
52 C -0.487
53 H 0.346
54 H 0.296
55 N 0.848
56 C -1.217
57 C -0.219
58 C -0.980
59 H 0.303
60 C -0.897
61 C -0.960
62 C -1.106
63 H 0.421
64 H 0.076
65 C -1.000
66 C 0.539
67 H 0.311
68 N 0.396
69 C -1.388
70 C 0.350
71 H 0.134
72 C -1.050
73 C -0.716
74 H 0.165
75 N -0.531
76 H 0.359
77 H 0.276
78 Si 0.730
79 C -1.915
80 C -0.289
81 Si 0.899
82 H 0.407
83 C -0.080
84 O -0.561
85 H 0.518
86 H 0.146
87 C 1.989
88 H 0.363
89 N -0.576
90 Cl -0.223
91 H 0.399
92 C -0.809
93 H 0.364
94 C -1.049
95 H 0.360
96 C 2.210
97 H 0.063
98 C -0.655
99 C -3.202